C40H36Cl2N2O2Ti | ωB97M-V with the def2-TZVPD basis set

* expectation value of S²: 0.76
* E_HOMO (spin up / spin down): -9.97 / -11.22 eV
* charge: +1
* frontier orbital gap (spin up / spin down): 7.608 / 8.605 eV
* E: -3575.6400 Ha
* 2S+1: 2

CARTESIAN COORDINATES (ANGSTROEM)
Ti 0.1276 0.1931 -0.0861
O 1.8554 -0.0632 -0.0819
C 2.9199 0.8474 -0.2801
C 2.4547 1.8943 -1.3211
C 1.2440 2.7195 -0.9025
C 1.2126 4.0700 -1.1991
C 0.0938 4.8211 -0.8921
C -0.9547 4.2128 -0.2273
C -0.8753 2.8728 0.1091
C -1.9283 2.3029 1.0581
C -2.1151 0.7713 1.1699
O -0.8517 0.1839 1.4093
C -3.0677 0.4949 2.3344
C -4.4330 0.7391 2.2104
C -5.2846 0.5025 3.2786
C -4.7799 0.0120 4.4775
C -3.4221 -0.2390 4.5993
C -2.5662 0.0000 3.5296
C -2.7262 0.0928 -0.0785
C -2.6862 -1.3026 -0.0951
C -3.2352 -2.0160 -1.1496
C -3.8468 -1.3432 -2.2027
C -3.9441 0.0404 -2.1672
C -3.3995 0.7485 -1.1023
N 0.1850 2.1287 -0.2859
C 4.0828 -0.0224 -0.7661
C 5.0025 -0.5443 0.1378
C 5.9563 -1.4657 -0.2729
C 5.9906 -1.9009 -1.5899
C 5.0678 -1.3998 -2.4961
C 4.1242 -0.4692 -2.0844
C 3.2738 1.6166 0.9935
C 4.4625 2.3420 1.0394
C 4.8078 3.0645 2.1703
C 3.9602 3.0853 3.2716
C 2.7652 2.3868 3.2248
C 2.4229 1.6586 2.0904
H 2.2023 1.3785 -2.2459
H 3.2739 2.5784 -1.5370
H 2.0710 4.5265 -1.6740
H 0.0472 5.8718 -1.1483
H -1.8212 4.7848 0.0793
H -2.8891 2.7773 0.8568
H -1.6270 2.6225 2.0592
H -4.8390 1.1101 1.2751
H -6.3450 0.6947 3.1731
H -5.4464 -0.1748 5.3092
H -3.0236 -0.6242 5.5297
H -1.5064 -0.1968 3.6189
H -2.2734 -1.8187 0.7611
H -3.2084 -3.0985 -1.1406
H -4.2691 -1.8978 -3.0310
H -4.4540 0.5708 -2.9619
H -3.5212 1.8256 -1.0656
H 4.9723 -0.2409 1.1764
H 6.6726 -1.8479 0.4432
H 6.7278 -2.6279 -1.9055
H 5.0780 -1.7368 -3.5251
H 3.4143 -0.0978 -2.8130
H 5.1320 2.3340 0.1861
H 5.7443 3.6069 2.1966
H 4.2359 3.6402 4.1589
H 2.0958 2.4010 4.0760
H 1.4855 1.1209 2.0755
Cl 1.0933 -1.9245 2.1855
C 0.7211 -3.1872 1.0217
Cl 0.3371 -2.4998 -0.6072
H -0.1530 -3.7319 1.3507
H 1.5809 -3.8320 0.9032
N -0.4550 0.0947 -2.3983
C -0.2643 1.1802 -3.3322
C -1.1267 2.2651 -3.3394
C -0.8929 3.3296 -4.1981
C 0.2044 3.3203 -5.0493
C 1.0414 2.2128 -5.0677
C 0.7983 1.1400 -4.2227
H 0.0047 -0.7283 -2.7779
H -1.4521 -0.1137 -2.3354
H -1.9868 2.2795 -2.6839
H -1.5748 4.1710 -4.2041
H 0.3915 4.1571 -5.7093
H 1.8888 2.1803 -5.7409
H 1.4335 0.2606 -4.2705